DFT (wB97M-V/def2-TZVPD) results for 8 unconnected molecules or ions with the total composition C16H48O16 at a distorted geometry.

Structure (XYZ):
```
80
Properties=species:S:1:pos:R:3:mulliken_charge:R:1
C -1.36 -21.42 -0.82 -0.344
C -2.72 -21.47 -1.54 -0.631
O -3.36 -20.25 -1.85 -0.536
O -0.60 -20.70 -1.68 -0.369
H -1.17 -22.49 -0.78 0.257
H -1.40 -20.91 0.14 0.322
H -3.47 -21.85 -0.85 0.418
H -2.67 -22.24 -2.31 0.316
H -4.19 -20.35 -2.32 0.318
H -1.10 -19.94 -1.98 0.189
C 1.17 -18.58 -6.53 0.396
C 0.20 -18.97 -7.67 -0.589
O 0.86 -19.63 -8.73 -0.536
O 0.50 -18.05 -5.40 -0.479
H 1.93 -17.83 -6.72 0.333
H 1.80 -19.44 -6.28 -0.293
H -0.39 -18.16 -8.11 0.320
H -0.51 -19.69 -7.25 0.300
H 1.09 -20.52 -8.45 0.293
H 1.21 -17.81 -4.80 0.262
C 7.29 -25.10 -6.99 -0.628
C 6.23 -24.12 -7.56 0.161
O 6.72 -23.06 -8.37 -0.487
O 7.86 -26.15 -7.81 -0.576
H 6.98 -25.53 -6.04 0.347
H 8.14 -24.51 -6.66 0.293
H 5.67 -23.67 -6.74 -0.088
H 5.57 -24.75 -8.16 0.426
H 6.42 -23.11 -9.28 0.292
H 8.76 -26.38 -7.58 0.326
C 5.75 -19.79 -7.46 -0.022
C 4.44 -20.17 -8.13 -0.331
O 4.55 -20.27 -9.52 -0.560
O 5.87 -18.45 -7.42 -0.552
H 6.64 -20.24 -7.90 0.288
H 5.68 -20.17 -6.44 -0.094
H 3.63 -19.49 -7.87 0.402
H 4.21 -21.17 -7.75 0.143
H 4.88 -19.42 -9.81 0.344
H 6.17 -18.12 -8.26 0.350
C 0.64 -17.17 -2.02 -0.040
C -0.21 -16.10 -2.64 -0.558
O -1.07 -15.55 -1.74 -0.563
O 1.82 -17.51 -2.69 -0.590
H -0.04 -18.01 -1.95 -0.030
H 1.02 -16.96 -1.02 0.517
H -0.65 -16.54 -3.54 0.316
H 0.35 -15.22 -2.95 0.335
H -0.53 -15.17 -1.05 0.329
H 2.41 -17.96 -2.09 0.297
C 7.53 -22.81 -4.24 0.047
C 6.34 -23.09 -3.22 -0.318
O 5.23 -23.86 -3.61 -0.603
O 8.75 -22.33 -3.54 -0.593
H 7.26 -22.11 -5.04 0.197
H 7.92 -23.73 -4.67 -0.026
H 5.92 -22.18 -2.80 0.136
H 6.64 -23.80 -2.46 0.514
H 5.11 -24.63 -3.04 0.329
H 9.47 -22.24 -4.16 0.318
C 2.76 -21.60 -2.70 -0.228
C 3.42 -20.84 -3.81 0.161
O 3.81 -21.65 -4.92 -0.428
O 2.47 -20.75 -1.65 -0.346
H 3.46 -22.30 -2.24 0.165
H 1.98 -22.22 -3.14 0.331
H 4.33 -20.29 -3.55 0.264
H 2.77 -20.00 -4.05 -0.145
H 4.39 -22.38 -4.68 0.048
H 1.54 -20.79 -1.42 0.184
C 3.10 -20.41 1.78 -0.349
C 2.84 -19.07 2.51 -0.302
O 2.43 -19.24 3.87 -0.519
O 2.11 -21.41 1.91 -0.515
H 4.01 -20.83 2.20 0.341
H 3.47 -20.24 0.76 0.198
H 2.04 -18.58 1.95 0.208
H 3.71 -18.41 2.58 0.315
H 1.90 -18.45 4.01 0.314
H 2.02 -21.63 2.84 0.312
```

Total energy   -1841.96917 Eh
LUMO   0.4 eV
Energy above the lowest of the compared OMol25 structures with the same formula, charge and spin   109.09 kcal per mole
SMILES   OCCO.OCCO.OCCO.OCCO.OCCO.OCCO.OCCO.OCCO
Gap between HOMO and LUMO   9.96 eV

=====

DFT (wB97M-V/def2-TZVPD) results for a molecular structure, C16H49BClN3O5P2SSbSi at a distorted geometry.

Structure (XYZ):
```
80
Properties=species:S:1:pos:R:3:mulliken_charge:R:1
C 0.34 0.03 1.20 -0.304
O -0.23 -0.85 0.18 -0.238
B -1.64 -1.19 0.54 0.995
O -1.82 -2.24 1.57 -0.524
Sb -3.29 -0.13 -0.54 -1.252
S -4.93 1.06 -1.96 -0.352
P -2.07 2.04 -0.34 0.254
O -0.69 2.04 -1.46 -0.437
Cl -3.31 3.63 -1.14 -0.325
Si -4.52 0.45 1.55 0.784
C -6.06 -0.65 1.93 -0.879
C -5.20 2.29 1.42 -0.962
C -3.39 0.47 3.15 -0.778
P -4.57 -2.21 -0.97 0.943
N -4.78 -3.18 0.30 -0.781
O -6.05 -1.74 -1.77 -0.505
O -3.63 -3.13 -2.16 -0.553
H 0.52 1.08 0.66 -0.024
H 1.36 -0.37 1.63 0.275
H -0.40 0.14 2.11 0.119
H -2.02 -1.86 2.47 0.299
H -2.38 -0.44 -2.03 -0.086
H -4.73 0.57 -3.26 0.089
H -0.93 2.66 -2.23 0.228
H -6.69 -0.84 0.95 0.118
H -6.75 -0.04 2.68 0.303
H -5.78 -1.65 2.47 0.283
H -5.74 2.51 0.40 0.254
H -6.04 2.35 2.26 0.311
H -4.38 3.06 1.72 0.239
H -3.33 -0.56 3.69 0.218
H -2.31 0.93 2.91 0.112
H -3.89 1.26 3.89 0.323
H -4.35 -2.69 1.12 0.213
H -6.63 -1.16 -1.20 0.326
H -2.78 -2.59 -2.31 0.302
C 3.14 -3.45 -4.85 -1.405
C 2.82 -4.51 -3.80 -0.289
N 2.81 -4.02 -2.42 0.174
C 2.75 -5.09 -1.42 -0.643
C 1.49 -5.95 -1.38 -0.897
C 1.94 -2.87 -2.15 -1.173
C 0.45 -3.04 -2.44 -0.320
H 4.11 -2.98 -4.65 0.318
H 3.18 -3.91 -5.84 0.428
H 2.37 -2.67 -4.89 0.277
H 3.59 -5.29 -3.89 0.456
H 1.87 -4.99 -4.06 0.261
H 2.91 -4.67 -0.42 0.333
H 3.61 -5.75 -1.58 0.387
H 0.65 -5.42 -0.91 0.170
H 1.67 -6.85 -0.79 0.389
H 1.18 -6.28 -2.38 0.259
H 2.30 -2.01 -2.73 0.378
H 2.06 -2.55 -1.11 0.249
H 0.25 -3.55 -3.38 0.355
H -0.02 -2.05 -2.50 0.196
H -0.06 -3.57 -1.63 0.098
C 1.75 4.15 0.04 -1.271
C 3.23 4.18 0.45 -0.241
N 3.51 5.00 1.63 0.057
C 4.94 5.21 1.86 -0.701
C 5.79 3.99 2.19 -0.939
C 2.73 4.69 2.84 -0.701
C 2.84 3.28 3.40 -0.907
H 1.38 5.16 -0.15 0.325
H 1.64 3.57 -0.88 0.408
H 1.13 3.68 0.81 0.166
H 3.78 4.59 -0.40 0.396
H 3.57 3.15 0.59 0.212
H 5.08 5.96 2.64 0.346
H 5.36 5.68 0.95 0.398
H 5.65 3.67 3.23 0.219
H 6.85 4.24 2.08 0.394
H 5.59 3.14 1.54 0.267
H 1.68 4.90 2.63 0.384
H 2.99 5.41 3.63 0.345
H 2.81 2.51 2.62 0.202
H 2.00 3.10 4.07 0.372
H 3.75 3.15 3.99 0.280
```

Total energy   -3275.14042 Eh
LUMO   2.4 eV
Gap between HOMO and LUMO   6.73 eV
Total charge   -1

=====

DFT (wB97M-V/def2-TZVPD) results for 6 unconnected molecules or ions with the total composition C16H49N4O6 at a distorted geometry.

Structure (XYZ):
```
75
Properties=species:S:1:pos:R:3:mulliken_charge:R:1
O -1.91 1.75 1.21 -0.386
H -2.42 1.00 1.53 0.462
H -2.59 2.43 1.18 0.435
H -1.20 1.91 1.84 0.426
C -5.06 -2.54 -0.81 -1.391
C -5.87 -2.60 0.46 0.461
C -6.65 -3.95 0.78 -0.779
O -5.79 -5.04 0.88 -0.348
C -6.38 -6.33 0.94 -0.739
N -5.08 -2.18 1.65 -0.701
H -4.22 -3.23 -0.71 0.299
H -4.82 -1.49 -0.95 0.292
H -5.62 -2.73 -1.72 0.354
H -6.65 -1.87 0.28 0.277
H -7.39 -4.13 -0.01 0.456
H -7.17 -3.90 1.74 0.425
H -5.58 -6.96 1.34 0.243
H -6.67 -6.79 -0.01 0.282
H -7.26 -6.34 1.60 0.317
H -4.99 -3.03 2.18 0.288
H -5.72 -1.77 2.31 0.278
C 8.90 -1.01 2.99 -1.276
C 7.38 -0.84 3.04 0.315
C 6.69 -1.26 1.79 -0.656
O 5.28 -1.08 2.00 -0.321
C 4.52 -1.40 0.79 -0.793
N 6.74 -1.54 4.15 -0.774
H 9.37 -0.34 3.70 0.322
H 9.23 -0.67 2.01 0.355
H 9.09 -2.04 3.31 0.313
H 7.16 0.20 3.29 0.263
H 6.92 -2.31 1.66 0.313
H 7.01 -0.75 0.88 0.437
H 4.45 -2.44 0.46 0.318
H 4.99 -0.88 -0.04 0.323
H 3.50 -1.02 0.79 0.251
H 5.77 -1.45 3.88 0.354
H 6.99 -2.52 4.07 0.256
C 2.84 4.00 5.17 -1.463
C 1.95 3.91 4.01 0.513
C 2.56 4.25 2.67 -0.901
O 1.66 4.39 1.50 -0.316
C 2.34 4.95 0.35 -0.765
N 1.52 2.54 3.95 -0.607
H 3.66 3.29 5.05 0.343
H 2.36 3.72 6.11 0.400
H 3.21 5.03 5.19 0.365
H 1.12 4.59 4.25 0.222
H 3.44 3.67 2.40 0.424
H 3.17 5.15 2.77 0.442
H 3.34 4.57 0.13 0.312
H 2.53 6.01 0.53 0.323
H 1.71 4.85 -0.53 0.248
H 1.26 2.19 4.86 0.261
H 2.32 2.02 3.63 0.239
C -1.90 1.34 -5.43 -1.292
C -1.22 0.02 -5.71 0.545
C -1.69 -0.61 -6.98 -0.659
O -3.05 -0.97 -6.75 -0.303
C -3.48 -1.93 -7.63 -0.830
N 0.24 0.19 -5.73 -0.713
H -2.98 1.22 -5.45 0.334
H -1.67 2.07 -6.21 0.325
H -1.72 1.73 -4.43 0.316
H -1.42 -0.70 -4.92 0.207
H -1.11 -1.48 -7.30 0.401
H -1.64 0.12 -7.79 0.269
H -4.54 -2.12 -7.47 0.256
H -3.01 -2.86 -7.33 0.335
H -3.24 -1.81 -8.69 0.317
H 0.85 -0.58 -5.96 0.250
H 0.55 0.87 -6.40 0.243
O -4.71 4.92 1.05 -0.641
H -5.50 5.28 0.65 0.327
H -4.71 5.30 1.93 0.327
```

Total energy   -1309.00696 Eh
LUMO   -4.2 eV
Energy above the lowest of the compared OMol25 structures with the same formula, charge and spin   110.85 kcal per mole
Gap between HOMO and LUMO   6.53 eV
Total charge   +1

=====

DFT (wB97M-V/def2-TZVPD) results for 7 unconnected molecules or ions with the total composition C16H49N9O7 at a distorted geometry.

Structure (XYZ):
```
81
Properties=species:S:1:pos:R:3:lowdin_spin:R:1
C -1.82 -1.76 -3.77 0.014
O -0.46 -1.35 -3.53 0.007
H -2.25 -1.73 -2.77 0.001
H -2.30 -1.03 -4.41 0.001
H -1.99 -2.75 -4.19 0.002
H -0.14 -1.04 -4.38 0.004
C -0.66 0.36 -0.49 0.006
O -1.52 1.00 -1.07 0.003
N 0.03 -0.70 -0.82 0.010
N -0.33 0.78 0.67 0.003
H 0.51 -1.19 -0.08 0.019
H -0.16 -1.09 -1.73 0.002
H -0.75 1.59 1.11 0.000
H 0.45 0.34 1.12 0.002
C -1.29 5.06 -2.12 0.002
O -1.42 6.04 -2.76 0.000
N -0.56 4.94 -1.10 0.001
N -1.94 3.96 -2.49 0.000
H 0.17 5.63 -0.94 0.001
H -0.33 3.98 -0.88 0.001
H -1.89 3.05 -2.05 0.000
H -2.51 4.03 -3.32 0.000
C -2.07 3.03 3.12 0.002
O -1.78 3.61 2.10 0.001
N -1.73 3.33 4.40 0.002
N -2.99 2.08 2.99 0.001
H -1.42 4.27 4.55 0.001
H -2.15 2.87 5.20 0.002
H -3.34 1.97 2.05 0.000
H -2.96 1.44 3.77 0.003
C 3.03 1.19 1.30 0.055
C 2.51 0.15 2.30 0.075
C 1.50 0.75 3.31 0.015
O 1.02 -0.21 4.26 0.035
C 0.58 0.25 5.51 0.024
N 2.01 -0.95 1.59 0.051
H 3.20 2.16 1.76 0.005
H 2.54 1.28 0.33 0.006
H 3.98 0.80 0.94 0.043
H 3.36 -0.24 2.85 0.049
H 0.55 1.15 2.95 0.001
H 2.04 1.46 3.94 0.005
H 0.65 -0.54 6.26 0.003
H -0.45 0.61 5.45 0.002
H 1.23 1.04 5.89 0.003
H 1.68 -1.74 2.13 0.066
H 2.84 -1.38 1.21 0.102
C -6.10 0.67 -0.29 0.001
C -4.82 0.46 0.60 0.001
C -3.86 -0.72 0.16 0.002
O -4.52 -1.93 0.38 0.003
C -3.85 -3.13 0.07 0.017
N -4.07 1.73 0.57 0.000
H -6.37 -0.26 -0.79 0.000
H -5.97 1.45 -1.04 0.000
H -6.89 1.04 0.36 0.000
H -5.21 0.13 1.56 0.000
H -2.96 -0.74 0.77 0.002
H -3.58 -0.69 -0.89 0.000
H -3.44 -3.13 -0.93 0.002
H -4.60 -3.91 0.21 0.001
H -2.97 -3.23 0.71 0.011
H -4.55 2.48 0.10 0.000
H -3.16 1.60 0.15 0.000
C 3.03 -2.03 -3.16 0.032
C 4.46 -2.35 -2.88 0.033
C 4.75 -3.80 -2.37 0.032
O 6.23 -4.09 -2.30 0.007
C 6.82 -3.78 -1.05 0.058
N 5.38 -2.08 -3.97 0.004
H 2.42 -2.29 -2.30 0.017
H 2.69 -2.70 -3.95 0.001
H 2.89 -0.98 -3.42 0.008
H 4.73 -1.79 -1.99 0.026
H 4.38 -4.38 -3.21 0.001
H 4.16 -3.92 -1.46 0.038
H 7.90 -3.95 -1.06 0.005
H 6.32 -4.34 -0.26 0.022
H 6.63 -2.72 -0.84 0.031
H 6.23 -2.01 -3.43 0.006
H 5.27 -1.10 -4.22 0.005
```

Total energy   -1658.42813 Eh
2S+1   2
LUMO (alpha / beta)   2.4 / 2.3 eV
⟨S²⟩   0.75
Gap between HOMO and LUMO (alpha / beta)   2.07 / 9.08 eV
Total charge   -1

=====

DFT (wB97M-V/def2-TZVPD) results for 7 unconnected molecules or ions with the total composition C16H50N4O7 at a distorted geometry.

Structure (XYZ):
```
77
Properties=species:S:1:pos:R:3:mulliken_charge:R:1
O -9.51 8.38 -31.82 -0.670
H -10.18 7.75 -32.11 0.376
H -9.57 8.36 -30.84 0.243
O -8.31 9.49 -26.54 -0.588
H -8.40 10.39 -26.87 0.241
H -8.47 9.55 -25.59 0.275
O -9.51 8.57 -29.04 -0.312
H -9.67 9.51 -29.31 0.036
H -9.06 8.63 -28.19 0.222
C -4.26 8.70 -32.10 -1.746
C -5.61 8.36 -31.49 0.511
C -6.25 9.57 -30.78 0.147
O -5.23 10.16 -29.97 -0.362
C -5.62 11.33 -29.30 -0.498
N -6.48 7.94 -32.63 -0.646
H -3.85 7.82 -32.59 0.447
H -3.54 9.04 -31.36 0.325
H -4.31 9.52 -32.82 0.312
H -5.48 7.54 -30.79 0.309
H -7.07 9.22 -30.15 -0.089
H -6.62 10.35 -31.46 0.338
H -5.91 12.16 -29.94 0.309
H -4.79 11.62 -28.66 0.281
H -6.46 11.08 -28.64 0.017
H -7.33 7.57 -32.22 0.148
H -6.71 8.79 -33.12 0.308
C -7.79 6.05 -30.16 -1.250
C -8.87 5.15 -30.75 0.293
C -10.05 4.93 -29.83 -0.581
O -9.70 4.01 -28.82 -0.348
C -10.77 3.74 -27.96 -0.721
N -9.39 5.80 -31.99 -0.476
H -7.40 5.52 -29.29 0.440
H -8.21 7.04 -29.95 0.208
H -6.93 6.19 -30.82 0.381
H -8.43 4.20 -31.06 0.411
H -10.83 4.50 -30.48 0.310
H -10.43 5.86 -29.41 0.179
H -11.14 4.64 -27.45 0.268
H -10.43 3.11 -27.14 0.228
H -11.60 3.26 -28.50 0.372
H -9.90 5.08 -32.50 0.264
H -8.61 6.03 -32.60 0.202
C -11.78 13.18 -29.91 -1.476
C -11.56 11.70 -29.62 0.374
C -12.36 10.83 -30.59 -0.713
O -13.70 11.27 -30.57 -0.353
C -14.51 10.55 -31.46 -0.770
N -10.16 11.35 -29.76 -0.526
H -11.37 13.88 -29.18 0.393
H -12.85 13.41 -29.97 0.385
H -11.39 13.58 -30.85 0.337
H -11.92 11.47 -28.62 0.142
H -12.32 9.78 -30.29 0.348
H -11.93 10.88 -31.60 0.392
H -14.78 9.59 -31.01 0.286
H -14.13 10.46 -32.48 0.314
H -15.45 11.10 -31.60 0.280
H -9.56 12.00 -29.25 0.220
H -9.78 11.41 -30.70 0.244
C -9.70 6.50 -25.86 -0.451
C -8.44 6.05 -25.13 0.577
C -8.54 6.06 -23.63 -0.814
O -8.71 7.41 -23.22 -0.233
C -9.27 7.51 -21.92 -0.763
N -7.96 4.72 -25.60 -0.720
H -10.61 5.97 -25.57 0.391
H -9.58 6.30 -26.93 -0.375
H -9.87 7.56 -25.73 0.191
H -7.66 6.72 -25.52 0.048
H -7.60 5.67 -23.19 0.353
H -9.33 5.43 -23.19 0.447
H -9.48 8.54 -21.64 0.238
H -8.54 7.11 -21.21 0.286
H -10.21 6.96 -21.92 0.333
H -8.47 3.97 -25.17 0.297
H -8.11 4.70 -26.60 0.203
```

Total energy   -1385.22168 Eh
LUMO   0.3 eV
Energy above the lowest of the compared OMol25 structures with the same formula, charge and spin   11.86 kcal per mole
SMILES   COC[C@H](C)N.COC[C@H](C)N.COC[C@H](C)N.COC[C@H](C)N.O.O.O
Gap between HOMO and LUMO   9.16 eV

=====

DFT (wB97M-V/def2-TZVPD) results for 7 unconnected molecules or ions with the total composition C16H50N4O7 at a distorted geometry.

Structure (XYZ):
```
77
Properties=species:S:1:pos:R:3:lowdin_spin:R:1
C -6.40 -0.56 -1.00 0.087
C -5.20 0.29 -0.74 0.092
C -4.05 -0.41 0.07 0.001
O -3.65 -1.56 -0.72 0.006
C -2.39 -2.09 -0.29 0.001
N -4.70 0.79 -2.02 0.717
H -7.19 -0.19 -1.66 0.002
H -6.81 -0.70 0.00 0.016
H -6.04 -1.46 -1.50 0.000
H -5.37 1.20 -0.16 0.029
H -4.39 -0.81 1.03 0.000
H -3.26 0.33 0.16 0.000
H -1.53 -1.45 -0.51 0.000
H -2.21 -3.02 -0.83 0.000
H -2.39 -2.37 0.76 0.000
H -5.38 0.89 -2.76 0.025
H -4.11 -0.01 -2.15 0.021
C 5.27 0.78 -5.89 0.000
C 5.32 0.05 -4.52 0.000
C 3.98 -0.29 -4.03 0.000
O 3.27 0.78 -3.38 0.000
C 2.00 0.41 -2.75 0.000
N 6.11 -1.15 -4.62 0.000
H 4.54 1.59 -5.96 0.000
H 4.97 0.08 -6.67 0.000
H 6.21 1.24 -6.17 0.000
H 5.78 0.70 -3.78 0.000
H 3.95 -1.24 -3.51 0.000
H 3.46 -0.57 -4.95 0.000
H 1.33 1.27 -2.60 0.000
H 2.11 -0.12 -1.80 0.000
H 1.48 -0.24 -3.45 0.000
H 5.84 -1.64 -5.47 0.000
H 5.74 -1.69 -3.85 0.000
C -6.21 2.04 2.96 0.001
C -5.17 2.25 4.11 0.000
C -3.98 1.23 4.06 0.000
O -3.24 1.45 2.84 0.000
C -2.25 0.43 2.69 0.000
N -4.69 3.66 4.11 0.000
H -7.09 2.67 2.91 0.000
H -6.52 1.00 2.94 0.000
H -5.63 2.06 2.04 0.000
H -5.73 2.06 5.02 0.000
H -4.44 0.24 4.04 0.000
H -3.29 1.35 4.90 0.000
H -1.59 0.70 1.86 0.000
H -2.83 -0.46 2.49 0.000
H -1.65 0.33 3.60 0.000
H -3.69 3.79 4.06 0.000
H -4.82 4.12 3.22 0.000
C 5.91 -0.83 -0.46 0.000
C 4.49 -0.95 0.06 0.000
C 4.23 -2.11 0.96 0.000
O 2.86 -2.01 1.43 0.000
C 2.66 -2.81 2.56 0.000
N 4.16 0.35 0.65 0.000
H 6.56 -0.47 0.34 0.000
H 6.00 -0.04 -1.21 0.000
H 6.28 -1.80 -0.78 0.000
H 3.79 -1.00 -0.78 0.000
H 4.91 -2.23 1.81 0.000
H 4.33 -3.02 0.37 0.000
H 1.59 -2.86 2.78 0.000
H 3.10 -2.38 3.46 0.000
H 2.89 -3.86 2.43 0.000
H 4.17 0.99 -0.13 0.000
H 3.20 0.23 0.94 0.000
O 0.70 -0.08 0.91 0.000
H 0.75 0.23 1.82 0.000
H 1.44 -0.68 0.82 0.000
O -0.80 1.48 -0.78 0.001
H -0.26 0.84 -0.33 0.000
H -0.24 2.26 -0.86 0.000
O 1.18 1.03 3.58 0.000
H 1.84 1.54 4.05 0.000
H 0.85 0.41 4.22 0.000
```

Total energy   -1384.85461 Eh
2S+1   2
LUMO (alpha / beta)   -2.7 / -8.2 eV
Energy above the lowest of the compared OMol25 structures with the same formula, charge and spin   6.58 kcal per mole
⟨S²⟩   0.75
Gap between HOMO and LUMO (alpha / beta)   8.28 / 2.71 eV
Total charge   +1